This record from the Open Molecules 2025 dataset describes a cluster of 16 separate species, C46H124N2O16 in total in a non-equilibrium geometry. The level of theory is ωB97M-V/def2-TZVPD.

Last column: Löwdin charge in e.
Element x y z (Å)
O 1.49 -2.63 -4.35  -0.07
O -6.70 -0.20 0.41  -0.06
O -0.35 4.48 6.22  -0.04
O -2.61 6.06 -1.41  -0.06
O -2.09 -3.37 -4.25  -0.04
O 5.01 -2.88 3.19  -0.07
O -1.91 -0.21 2.64  -0.08
O 5.81 -3.45 -2.23  -0.03
O -5.54 -0.45 5.24  -0.09
O -0.35 -0.83 -3.42  -0.12
O 3.59 4.50 2.27  -0.05
O 3.53 -1.09 -6.22  -0.07
O 2.15 -3.18 1.13  -0.07
O -3.86 -1.85 3.90  -0.07
O -0.87 6.28 -3.56  -0.05
O 0.47 0.09 1.03  0.04
N 1.06 0.19 -1.06  0.22
N -0.96 -0.34 -0.62  0.21
C 6.35 -1.55 -3.49  -0.03
C 1.64 3.28 5.93  -0.05
C 3.43 2.13 2.73  -0.07
C -0.96 0.04 -4.38  -0.39
C 2.74 -4.51 -4.72  -0.04
C -5.76 0.24 -0.55  -0.47
C 0.74 3.68 8.24  -0.08
C 0.12 1.03 -4.88  -0.04
C -4.38 -0.28 -0.11  -0.04
C -6.15 -0.08 -1.98  -0.05
C -1.48 1.93 3.39  -0.02
C -6.41 0.36 4.42  -0.42
C -4.97 -3.97 3.87  -0.03
C 1.87 -3.81 -3.68  -0.47
C 6.62 -2.37 -2.19  -0.55
C 3.65 -1.12 4.31  -0.06
C 0.13 -4.25 0.75  -0.06
C 4.91 0.19 -7.86  -0.06
C -5.56 1.22 3.48  -0.05
C 5.68 -0.63 2.79  -0.07
C -7.12 -0.72 3.62  -0.08
C -2.87 -3.60 2.54  -0.05
C 0.94 -3.53 3.04  -0.05
C -3.20 3.86 -1.14  -0.07
C 3.66 1.32 -5.98  -0.05
C 0.22 0.01 -0.13  -0.80
C -2.17 4.87 -0.75  -0.51
C -2.21 5.05 0.72  -0.05
C -2.17 0.76 -3.65  -0.04
C 0.36 4.71 -4.69  -0.04
C 5.06 -1.58 3.85  -0.41
C 6.61 -1.69 -0.87  -0.06
C 2.77 3.35 2.18  -0.47
C -2.32 -4.19 -3.06  -0.45
C 0.46 5.95 -3.77  -0.49
C 2.25 3.27 0.71  -0.03
C 0.40 3.40 6.82  -0.50
C -0.58 -0.19 4.56  -0.02
C 1.20 5.88 -2.46  -0.04
C 1.32 -4.15 1.72  -0.46
C -2.32 -3.45 -1.79  -0.09
C -4.13 -2.96 3.06  -0.47
C 2.49 -3.40 -2.38  -0.04
C 4.37 0.08 -6.47  -0.48
C -3.73 -4.89 -3.08  -0.05
C -1.73 0.49 3.81  -0.50
H -3.12 5.60 0.99  0.10
H -4.16 4.18 -0.73  0.09
H -7.16 0.88 5.01  0.14
H 1.36 2.93 4.94  0.05
H -1.08 -0.44 -1.62  0.05
H 4.08 0.27 -8.56  0.09
H 2.39 2.57 6.30  0.08
H 0.44 1.73 -4.11  0.07
H -4.07 -5.37 -2.16  0.07
H -2.52 5.90 -2.36  0.05
H 3.06 3.03 0.02  0.07
H 3.64 -3.93 -4.89  0.09
H -1.54 -4.93 -2.91  0.13
H 0.93 6.78 -4.29  0.13
H -5.81 1.32 -0.39  0.13
H 6.17 -2.19 -4.35  0.07
H -3.09 -4.55 2.05  0.09
H 6.70 -2.33 0.01  0.08
H -4.49 -4.24 4.81  0.09
H -0.52 -5.05 1.10  0.08
H 3.99 2.33 3.64  0.08
H -5.97 -3.55 3.99  0.07
H -0.27 -3.25 0.56  0.07
H 2.18 4.22 5.86  0.09
H 1.74 -2.95 -1.73  0.07
H -0.57 1.88 2.79  0.07
H 0.72 0.02 -1.99  0.09
H 5.18 -0.72 1.83  0.06
H 2.93 -5.53 -4.40  0.09
H 1.79 -3.39 3.71  0.07
H -5.30 2.12 4.04  0.07
H -1.15 -0.18 2.05  0.04
H 0.55 -4.55 -0.21  0.07
H -2.79 -0.06 -3.30  0.06
H 0.39 -2.59 3.00  0.07
H 4.17 1.66 2.09  0.07
H 5.58 -0.62 -8.16  0.08
H 2.87 -4.24 -1.79  0.08
H 3.40 -2.81 -2.48  0.07
H -4.69 -2.57 2.21  0.12
H 4.47 4.23 2.53  0.08
H 0.24 -4.17 3.58  0.08
H 0.76 5.07 -1.87  0.05
H 5.66 0.97 -8.01  0.09
H -1.92 1.39 -2.80  0.06
H -3.10 -2.70 -1.64  0.08
H 5.25 -0.11 -5.85  0.11
H -5.50 0.40 -2.71  0.07
H -0.31 1.57 -5.73  0.09
H 2.72 1.34 3.01  0.07
H -2.93 -1.71 3.71  0.06
H 1.01 0.48 -5.19  0.06
H 4.33 -2.93 2.52  0.06
H 7.67 -2.66 -2.28  0.12
H -6.09 1.61 2.61  0.07
H 5.72 -1.57 4.72  0.13
H -2.88 1.28 -4.28  0.08
H -1.22 4.10 6.12  0.08
H 5.48 -0.91 -3.33  0.07
H -6.49 -1.41 3.06  0.05
H 0.45 -1.20 -3.81  0.05
H -1.79 -0.37 -0.05  0.08
H 1.57 3.17 8.72  0.08
H 1.57 -2.42 1.14  0.06
H 6.71 -0.90 2.56  0.07
H -0.01 3.39 8.98  0.08
H 2.90 -1.10 3.52  0.06
H -2.96 2.86 -0.78  0.07
H 5.73 -3.80 -1.34  0.10
H -7.80 -0.18 2.97  0.07
H -2.19 -3.70 3.39  0.09
H -1.46 -2.80 -1.94  0.06
H 2.24 -2.65 -4.95  0.05
H -0.15 4.93 -5.63  0.08
H -2.17 -4.05 -0.90  0.08
H 1.01 -4.44 -3.49  0.13
H -7.20 0.08 -2.23  0.08
H -2.34 -3.02 1.78  0.06
H 5.68 -1.15 -0.66  0.08
H -2.01 4.14 1.28  0.07
H -3.64 -0.06 -0.88  0.05
H 7.15 -0.85 -3.74  0.08
H 3.74 -0.16 4.83  0.07
H -4.59 -4.22 -3.19  0.07
H 3.34 -1.83 5.07  0.07
H -4.65 0.75 3.11  0.06
H -6.33 -1.15 -2.14  0.07
H -4.41 -1.37 -0.08  0.07
H -1.19 4.58 -1.13  0.12
H 1.46 2.54 0.64  0.05
H -1.24 -2.93 -4.26  0.05
H 1.01 4.74 8.26  0.09
H -5.12 -4.86 3.26  0.07
H -3.76 -5.64 -3.86  0.07
H 2.75 1.48 -6.55  0.08
H -0.16 2.47 6.89  0.12
H -1.11 6.77 -4.35  0.11
H 3.51 1.32 -4.90  0.08
H -1.39 -0.52 -5.22  0.14
H 7.41 -0.97 -0.70  0.09
H -7.69 -1.35 4.31  0.08
H 1.87 -5.08 1.80  0.15
H -2.33 2.36 2.87  0.08
H 2.17 -4.70 -5.63  0.09
H 1.30 4.16 -4.73  0.07
H -6.80 -1.15 0.55  0.09
H -0.71 -1.27 4.64  0.07
H -1.37 5.63 1.08  0.08
H -1.20 2.57 4.23  0.06
H 4.30 2.18 -6.20  0.08
H 5.70 0.44 3.02  0.06
H -2.64 0.34 4.39  0.13
H 1.94 4.24 0.31  0.06
H -3.23 3.68 -2.21  0.07
H -0.41 0.21 5.56  0.07
H -4.93 -0.99 4.72  0.00
H -4.10 0.12 0.87  0.07
H 1.05 6.76 -1.84  0.09
H 1.91 0.66 -0.80  0.12
H 1.94 3.62 2.84  0.12
H 3.81 -1.81 -6.79  0.08
H 0.32 0.05 4.01  0.07
H -0.23 3.89 -4.29  0.05
H 2.25 5.57 -2.46  0.08

Results
Multiplicity: 1
Orbital gap in Ha: 0.330
HOMO energy in eV: -8.772


This record from the Open Molecules 2025 dataset describes a cluster of 8 separate species, C4H26NO8 in total in a non-equilibrium geometry. The level of theory is ωB97M-V/def2-TZVPD.

Last column: Löwdin charge in e.
Element x y z (Å)
O -0.28 2.78 -2.60  -0.03
O -0.05 -1.93 2.06  -0.05
O 2.43 0.27 -1.45  -0.08
O -3.14 -0.47 0.60  -0.09
O 0.08 0.06 -2.93  -0.07
O -1.89 -1.83 -1.66  -0.05
O 2.86 -2.05 1.19  -0.06
O 1.02 -2.20 -1.18  -0.05
N 1.73 0.36 1.29  0.14
C -1.41 0.99 1.51  -0.17
C -0.24 1.66 0.80  -0.18
C 1.14 1.71 1.51  -0.11
C -2.82 0.93 0.91  -0.18
H -1.78 -2.74 -2.00  0.08
H 1.34 -0.43 1.85  0.12
H -2.72 -1.73 -1.20  0.03
H -3.53 1.26 1.68  0.12
H -0.07 1.01 -3.11  0.03
H -0.34 -2.52 1.34  0.07
H -1.18 3.03 -2.40  0.07
H 1.66 0.02 -2.00  -0.01
H 2.64 0.34 1.76  0.16
H 1.82 2.49 1.19  0.13
H -0.04 1.22 -0.19  0.09
H 1.03 1.83 2.61  0.14
H 3.17 -0.02 -2.03  0.08
H 2.20 -2.03 0.47  0.00
H -0.60 2.70 0.63  0.13
H 0.12 -2.01 -1.45  0.00
H -3.18 1.52 0.09  0.11
H -0.81 -0.21 -2.66  0.03
H 0.00 2.34 -1.78  0.01
H -1.17 -0.03 1.79  0.08
H 0.54 -2.55 2.50  0.07
H 1.63 0.08 0.31  0.09
H 1.52 -2.24 -2.00  0.07
H -1.55 1.45 2.51  0.13
H -3.80 -0.69 1.26  0.09
H 3.67 -2.38 0.79  0.07

Results
Multiplicity: 1
Orbital gap in Ha: 0.413
Charge: +1
HOMO energy in eV: -13.758


This record from the Open Molecules 2025 dataset describes a cluster of 6 separate species, C18H48B3IO8 in total. The level of theory is ωB97M-V/def2-TZVPD.

Last column: Löwdin charge in e.
Element x y z (Å)
I -6.63 9.15 0.56  0.83
O -1.41 3.25 -1.90  -0.06
O -2.90 10.62 -1.23  0.26
O -0.25 -0.11 -1.73  -0.07
O -0.61 -3.05 2.69  -0.07
O -1.86 8.58 -0.67  0.26
O -2.40 9.05 -2.93  0.23
O 4.07 -7.02 -1.32  -0.06
O 2.74 -4.85 2.67  -0.06
C -0.22 3.90 -2.38  -0.49
C -0.26 -1.15 -0.76  -0.49
C 0.63 -0.80 0.42  -0.06
C -0.57 5.04 -3.33  -0.06
C 3.64 -3.00 1.38  -0.06
C 2.27 -8.60 -0.93  -0.06
C 3.95 -4.22 2.24  -0.49
C 4.84 -5.21 1.50  -0.06
C 2.73 -7.37 -1.70  -0.50
C -0.60 -4.14 3.62  -0.50
C 2.63 -7.58 -3.20  -0.06
C 0.69 2.87 -3.03  -0.06
C -1.68 -1.45 -0.31  -0.06
C -4.40 7.19 0.14  -0.18
C 0.30 -3.83 4.80  -0.06
C -3.63 9.54 0.98  -0.12
C -2.02 -4.47 4.06  -0.06
C -4.68 8.40 1.03  -0.77
B -1.53 8.53 -1.99  -0.36
B -2.77 9.58 -0.33  -0.57
B -3.02 10.22 -2.54  -0.33
H -3.66 10.85 -3.31  0.12
H 1.24 -8.86 -1.17  0.08
H -1.23 5.75 -2.83  0.06
H 1.61 -7.81 -3.50  0.08
H 2.28 -5.15 1.88  0.08
H -2.04 -5.32 4.74  0.08
H -1.70 -2.28 0.40  0.06
H 2.91 -9.46 -1.17  0.08
H -5.17 6.44 0.31  0.07
H -0.97 -2.28 3.14  0.09
H -4.74 8.04 2.05  0.07
H -3.44 6.75 0.41  0.09
H 5.05 -6.07 2.13  0.08
H 4.34 -5.57 0.61  0.06
H 0.26 4.30 -1.49  0.14
H -1.10 4.65 -4.20  0.09
H 1.31 -3.61 4.45  0.06
H -0.61 0.69 -1.32  0.06
H 3.00 -2.30 1.93  0.07
H 4.44 -3.89 3.16  0.14
H -4.14 10.49 1.05  0.08
H 0.91 2.07 -2.32  0.06
H -2.65 -4.69 3.20  0.08
H 2.12 -6.51 -1.41  0.13
H -2.46 -3.61 4.58  0.08
H -1.87 2.88 -2.66  0.09
H 2.35 -8.43 0.15  0.08
H -2.12 -0.57 0.17  0.08
H 2.96 -6.68 -3.73  0.08
H 4.55 -2.48 1.08  0.08
H 0.15 -2.02 -1.28  0.14
H -2.31 -1.71 -1.17  0.08
H 1.65 -0.59 0.08  0.08
H -0.49 8.09 -2.36  0.12
H 1.63 3.31 -3.36  0.08
H 0.19 2.42 -3.90  0.09
H 3.10 -3.30 0.48  0.08
H -0.19 -4.98 3.06  0.13
H 0.66 -1.62 1.15  0.05
H 4.65 -7.75 -1.56  0.09
H 0.35 -4.67 5.49  0.08
H -2.99 9.45 1.86  0.12
H 0.32 5.56 -3.66  0.08
H -4.42 7.44 -0.92  0.08
H -0.07 -2.96 5.35  0.08
H 0.26 0.10 0.92  0.08
H 3.28 -8.41 -3.51  0.08
H 5.78 -4.75 1.20  0.08

Results
Multiplicity: 1
SMILES: C[C@H](I)CB1OBOBO1.CC(C)O.CC(C)O.CC(C)O.CC(C)O.CC(C)O
Orbital gap in Ha: 0.365
HOMO energy in eV: -9.430


This record from the Open Molecules 2025 dataset describes a structure of composition C22H12BrN5O8Ru in a non-equilibrium geometry. The level of theory is ωB97M-V/def2-TZVPD.

Last column: Löwdin charge in e.
Element x y z (Å)
Ru 1.04 0.44 -0.51  1.54
Br 1.16 -5.92 3.20  0.90
O -0.70 0.86 0.05  -0.14
O 1.56 2.39 0.11  -0.07
O 1.68 -0.39 1.03  -0.13
O -3.29 -0.80 2.64  0.16
O 1.18 4.28 1.02  0.22
O -2.67 2.85 5.60  0.14
O -1.15 4.34 5.21  0.13
O -1.83 -1.21 1.11  0.09
N -1.78 3.34 4.95  -0.34
N 0.89 3.13 0.88  -0.25
N 0.88 1.04 -2.44  -0.04
N 0.43 -1.29 -1.26  -0.02
N -2.35 -0.50 1.95  -0.31
C -0.84 1.38 1.28  -0.20
C 1.33 -4.20 2.47  -0.65
C 0.85 -2.62 0.72  -0.12
C -0.65 -2.13 -3.36  0.04
C -1.44 2.66 3.67  -0.07
C -0.17 2.56 1.69  -0.04
C 1.20 2.22 -2.97  -0.05
C 1.58 -1.64 1.44  -0.27
C 0.28 0.08 -3.21  -0.14
C -0.48 3.21 2.87  0.13
C -0.01 -1.17 -2.62  -0.16
C -1.74 0.83 2.19  -0.02
C 2.07 -3.23 3.17  -0.06
C 0.30 1.58 -5.09  0.07
C 0.75 -3.91 1.25  -0.04
C 0.93 2.52 -4.31  0.01
C -0.70 -0.69 -5.29  0.02
C 0.34 -2.40 -0.60  -0.01
C -1.00 -1.88 -4.70  -0.01
C -2.07 1.47 3.37  0.13
C -0.05 0.32 -4.55  -0.12
C 2.21 -1.97 2.65  0.05
H 0.02 4.13 3.16  0.15
H -0.90 -3.10 -2.94  0.12
H -2.79 1.04 4.05  0.15
H -0.10 -3.26 -1.10  0.14
H 2.78 -1.21 3.16  0.14
H 0.21 -4.67 0.71  0.13
H 0.07 1.80 -6.12  0.14
H 1.67 2.94 -2.32  0.12
H 2.54 -3.49 4.11  0.13
H 1.22 3.48 -4.70  0.13
H -0.96 -0.51 -6.33  0.14
H -1.50 -2.66 -5.26  0.13

Results
Multiplicity: 1
Orbital gap (spin up / spin down) in Ha: 0.182 / 0.182
Charge: +2
HOMO energy (spin up / spin down) in eV: -14.661 / -14.661


This record from the Open Molecules 2025 dataset describes a cluster of 2 separate species, C6H12O in total. The level of theory is ωB97M-V/def2-TZVPD.

Last column: Löwdin charge in e.
Element x y z (Å)
O 2.20 -1.95 -0.29  -0.01
C -0.74 -0.57 1.06  -0.12
C 1.67 -0.67 -0.09  -0.32
C 0.56 -0.47 0.84  -0.22
C -1.73 -1.09 0.07  -0.10
C -0.91 2.18 -1.23  -0.03
C 1.90 -0.05 1.28  -0.03
H -1.96 1.95 -1.39  0.02
H -0.81 3.20 -0.85  0.02
H -0.48 1.48 -0.51  -0.01
H 1.47 -2.54 -0.51  0.10
H -1.24 -1.29 -0.90  0.08
H 2.41 -0.68 1.99  0.11
H -0.37 2.10 -2.18  0.02
H -2.52 -0.36 -0.10  0.07
H 1.76 -0.01 -0.96  0.14
H 2.13 1.01 1.34  0.11
H -2.20 -2.02 0.41  0.07
H -1.13 -0.22 2.02  0.11

Results
Multiplicity: 1
SMILES: C/C=C1/C[C@H]1O.C
Orbital gap in Ha: 0.382
HOMO energy in eV: -9.501


This record from the Open Molecules 2025 dataset describes a cluster of 4 separate species, C33H42BF28O11S in total in a non-equilibrium geometry. The level of theory is ωB97M-V/def2-TZVPD.

Last column: Löwdin charge in e.
Element x y z (Å)
S 1.35 3.10 -3.88  0.83
F -4.30 0.82 8.33  0.14
F 8.18 -3.01 2.58  0.10
F -0.88 2.19 -5.07  0.14
F 11.86 -1.03 5.12  0.14
F 12.13 -1.95 2.44  0.10
F -9.66 -2.74 -7.50  0.14
F 9.60 -0.87 1.82  0.15
F 9.90 -2.82 3.93  0.10
F -4.36 -5.65 -5.39  0.10
F 13.97 -1.56 3.56  0.09
F -0.50 0.60 -2.98  0.01
F -0.16 4.11 -5.70  0.12
F -8.60 -5.49 -5.62  0.10
F 7.74 -0.32 2.80  0.15
F -6.34 -4.16 -4.37  0.14
F -4.74 -0.40 4.51  0.15
F -6.38 0.30 8.78  0.09
F -6.08 2.77 7.83  0.09
F -10.12 -5.41 -7.21  0.09
F -5.29 2.01 5.94  0.11
F -3.40 -2.10 4.64  0.14
F -2.22 0.24 3.93  0.11
F -1.23 3.94 -3.84  0.16
F -7.98 -4.02 -8.04  0.15
F 13.00 0.74 4.51  0.10
F -2.67 1.07 5.90  0.10
F -6.05 -5.67 -6.77  0.09
F -4.59 -3.01 -5.03  0.10
O -4.59 -2.20 -0.87  -0.19
O 4.92 0.08 -1.78  0.08
O -4.14 -1.24 6.51  0.05
O 5.57 1.13 0.09  0.12
O -7.95 -2.81 -6.13  0.05
O 9.59 -0.03 3.92  0.05
O 1.92 4.42 -3.97  -0.28
O 0.07 3.27 -1.61  -0.01
O 0.51 1.34 -0.39  0.00
O 4.05 1.95 -2.68  0.20
O 1.95 2.05 -4.66  -0.30
C -2.48 -0.07 5.21  -0.29
C -8.70 -3.55 -7.00  -0.55
C -5.09 -4.89 -6.24  -0.31
C -9.45 -4.68 -6.28  -0.29
C 1.38 6.09 1.51  -0.12
C 10.85 0.56 3.68  -0.04
C -3.89 -1.34 0.05  -0.23
C -6.54 -2.69 -6.22  -0.03
C 0.63 0.09 -2.35  -0.29
C -5.68 -3.71 -5.46  -0.44
C -3.73 -2.81 -1.81  -0.12
C -0.36 3.33 -4.63  -0.67
C 12.12 -0.21 4.08  -0.44
C 1.45 -0.72 -3.34  -0.02
C 3.88 1.07 -1.92  -0.37
C -1.63 2.59 0.27  -0.09
C 2.69 0.78 -1.06  0.00
C 6.58 -0.96 -0.45  0.02
C 12.88 -0.98 2.99  -0.31
C -3.74 -0.94 5.24  -0.54
C -3.64 1.07 0.80  -0.20
C 1.20 2.71 -2.10  -0.31
C -6.05 1.70 7.00  -0.31
C 8.96 -0.84 3.01  -0.55
C 0.86 3.66 0.83  -0.11
C 1.03 5.11 0.37  -0.26
C -4.49 0.05 0.05  -0.19
C -5.39 -0.85 7.04  -0.05
C -5.49 0.50 7.77  -0.44
C 5.66 0.20 -0.67  -0.53
C -2.17 1.16 0.30  -0.22
C 8.73 -2.25 3.56  -0.28
C 1.31 1.22 -1.56  -0.32
B -0.07 2.71 -0.19  -0.73
H -2.24 3.20 -0.42  0.10
H -10.17 -4.26 -5.57  0.17
H 10.93 0.94 2.66  0.15
H -1.55 0.59 0.99  0.11
H -3.63 0.84 1.87  0.09
H 1.85 3.19 0.92  0.09
H -6.19 -0.97 6.31  0.15
H -5.48 -0.01 0.52  0.11
H 0.28 -0.59 -1.57  0.15
H -4.10 2.06 0.70  0.10
H 2.22 -1.29 -2.83  0.08
H -1.64 -0.61 5.64  0.17
H -3.28 -2.07 -2.48  0.09
H 1.52 5.56 2.45  0.06
H 8.06 -2.21 4.42  0.18
H -1.78 3.02 1.26  0.09
H -2.94 -3.39 -1.32  0.09
H 6.13 -1.62 0.29  0.10
H -6.21 -2.58 -7.25  0.15
H -2.11 0.70 -0.69  0.10
H 7.53 -0.60 -0.04  0.07
H 2.12 3.22 -1.75  0.13
H -4.66 0.39 -0.98  0.12
H -6.34 -1.75 -5.72  0.15
H -4.44 -4.53 -7.04  0.17
H 1.89 -0.11 -4.12  0.06
H 0.09 5.45 -0.09  0.10
H -5.57 -1.58 7.83  0.15
H 2.87 1.24 -0.09  0.15
H -2.83 -1.33 -0.21  0.10
H 10.85 1.43 4.34  0.15
H 13.22 -0.29 2.21  0.17
H 2.67 -0.30 -0.89  0.14
H -3.99 -1.78 1.05  0.12
H 2.30 6.66 1.32  0.05
H -4.34 -3.50 -2.40  0.07
H 0.79 -1.44 -3.83  0.08
H 0.40 3.65 1.82  0.08
H 0.58 6.82 1.68  0.06
H 1.80 5.15 -0.40  0.10
H 6.74 -1.54 -1.36  0.09
H -7.07 1.49 6.66  0.17

Results
Multiplicity: 1
Orbital gap in Ha: 0.254
Charge: -1
HOMO energy in eV: -5.127